A single C4H5NO molecule. Source: the OMol25 dataset; level of theory: ωB97M-V/def2-TZVPD.

## Properties
LUMO energy: 0.03564 Ha
SMILES: C=COC1=NC1
E: -285.29154 Ha
Gap between HOMO and LUMO: 10.863 eV
HOMO level: -9.9 eV
Energy relative to the best compared isomer or geometry (same formula, charge and spin): 77.21 kcal per mole

Geometry as ORCA input:
```
! RIJCOSX wB97M-V def2-TZVPD def2/J DEFGRID3
* xyz 0 1
O 0.73 0.24 -1.33
C 0.49 1.27 -0.43
C -0.66 1.38 0.23
C -0.07 -1.48 0.44
C 0.46 -0.93 -0.75
N 0.57 -2.17 -0.85
H 1.37 1.89 -0.27
H -1.50 0.74 -0.01
H -0.76 2.08 1.04
H -1.14 -1.58 0.58
H 0.52 -1.44 1.35
*
```